1.
Formula: C3H10N2O2S
Source: OMol25
Level of theory: the ωB97M-V functional and the def2-TZVPD basis

Structure (XYZ):
```
18
Properties=species:S:1:pos:R:3:nbo_charge:R:1
N 0.45 -1.32 0.46 -0.86
C -0.39 -0.35 -0.17 -0.15
C 0.24 1.08 -0.09 -0.50
S -0.94 2.16 0.87 -0.09
C -0.61 -0.55 -1.70 0.65
N -1.79 -0.10 -2.22 -0.83
O 0.17 -1.16 -2.39 -0.62
H -0.11 -2.04 0.87 0.38
H -0.26 2.31 2.00 0.15
H 1.32 -1.55 0.01 0.40
H -1.36 -0.38 0.31 0.21
H 0.28 1.56 -1.07 0.22
H 1.24 1.07 0.33 0.25
H -2.41 0.52 -1.71 0.39
H -2.01 -0.17 -3.20 0.41
H 1.33 -0.37 2.20 0.49
H 2.73 -0.71 2.86 0.47
O 2.11 -0.01 2.65 -0.98
```

Summary:
**ΔE to the lowest compared entry with this formula, charge and spin**: 20.46 kcal per mole
**Gap between HOMO and LUMO**: 9.73 eV

***

2.
Formula: C18H22N8O3
Source: OMol25
Level of theory: the ωB97M-V functional and the def2-TZVPD basis

Structure (XYZ):
```
51
Properties=species:S:1:pos:R:3:nbo_charge:R:1
C -1.08 0.30 0.89 -0.62
C -0.08 0.37 -0.26 0.09
C 1.36 0.20 0.26 -0.06
O 1.69 1.03 1.35 -0.73
C -0.34 -0.79 -1.22 -0.22
N -1.61 -0.67 -1.91 -0.62
C -2.62 -1.55 -1.86 0.65
O -2.64 -2.56 -1.18 -0.62
C -3.78 -1.15 -2.72 0.01
C -4.91 -1.91 -2.72 0.04
N -5.94 -1.48 -3.50 -0.32
C -7.19 -1.95 -3.76 0.12
N -7.80 -1.15 -4.59 -0.23
N -6.98 -0.13 -4.92 -0.25
C -5.85 -0.32 -4.26 0.23
C -4.64 0.40 -4.20 0.08
N -3.65 -0.01 -3.45 -0.44
N -0.28 1.59 -1.05 -0.63
C -0.15 2.89 -0.71 0.70
O 0.24 3.29 0.38 -0.65
C -0.54 3.86 -1.82 -0.53
C -1.73 3.45 -2.62 0.08
C -1.86 3.09 -3.94 -0.08
N -3.15 2.78 -4.24 -0.48
C -3.81 2.96 -3.12 0.18
N -3.00 3.35 -2.10 -0.34
C -3.37 3.61 -0.74 -0.06
C -4.78 3.37 -0.27 -0.42
C -3.69 2.43 0.15 -0.42
H -0.93 -0.61 1.48 0.22
H -0.96 1.15 1.57 0.23
H -2.11 0.30 0.53 0.21
H 1.54 -0.83 0.54 0.18
H 2.05 0.43 -0.57 0.16
H 1.30 1.91 1.20 0.50
H 0.45 -0.84 -1.98 0.20
H -0.30 -1.74 -0.68 0.25
H -1.73 0.06 -2.60 0.42
H -5.04 -2.81 -2.14 0.25
H -7.59 -2.84 -3.32 0.22
H -4.49 1.31 -4.77 0.26
H -0.66 1.45 -1.97 0.40
H -0.69 4.84 -1.36 0.25
H 0.33 3.97 -2.47 0.26
H -1.07 3.05 -4.68 0.21
H -4.87 2.82 -2.98 0.20
H -2.83 4.43 -0.31 0.23
H -5.19 4.06 0.46 0.23
H -5.53 3.02 -0.96 0.22
H -3.65 1.44 -0.29 0.22
H -3.33 2.45 1.17 0.23
```

Summary:
**ΔE to the lowest compared entry with this formula, charge and spin**: 15.79 kcal per mole
**Gap between HOMO and LUMO**: 8.75 eV

***

3.
Formula: CH2NO3S
Source: OMol25
Level of theory: the ωB97M-V functional and the def2-TZVPD basis

Structure (XYZ):
```
8
Properties=species:S:1:pos:R:3:nbo_charge:R:1
C 0.88 -1.83 0.69 0.83
N -0.11 -1.61 0.07 -0.79
O 0.28 1.87 -1.03 -0.95
O 1.88 -2.15 1.26 -0.60
O -1.55 1.88 1.05 -0.99
S -1.28 1.18 -0.30 0.70
H -0.62 -0.70 0.04 0.36
H 0.52 1.36 -1.78 0.45
```

Summary:
**Net charge**: -1
**ΔE to the lowest compared entry with this formula, charge and spin**: 33.78 kcal per mole
**Gap between HOMO and LUMO**: 6.22 eV

***

4.
Formula: C5H8N
Source: OMol25
Level of theory: the ωB97M-V functional and the def2-TZVPD basis

Structure (XYZ):
```
14
Properties=species:S:1:pos:R:3:nbo_charge:R:1
C 0.79 -1.87 0.35 0.27
C 0.91 -0.51 -0.82 -0.50
C 0.03 0.31 -0.15 0.52
C 0.42 1.43 0.71 -0.74
C -1.48 -0.05 -0.27 -0.73
N 1.04 -2.69 1.07 -0.21
H 1.99 -0.31 -0.91 0.31
H 0.35 -1.14 -1.61 0.32
H -0.28 1.59 1.47 0.28
H 0.40 2.32 0.06 0.33
H 1.48 1.35 1.17 0.29
H -1.50 -1.08 -0.85 0.25
H -2.08 0.74 -0.86 0.32
H -2.06 -0.08 0.65 0.30
```

Summary:
**Net charge**: +1
**ΔE to the lowest compared entry with this formula, charge and spin**: 104.03 kcal per mole
**Gap between HOMO and LUMO**: 10.08 eV

***

Among the records above, which one has the lowest ΔE to the lowest compared entry with this formula, charge and spin? C18H22N8O3

***

Among the records above, which one has the highest gap between HOMO and LUMO? C5H8N

***

Which value of ΔE to the lowest compared entry with this formula, charge and spin does entry 4 give? 104.03 kcal per mole